1.
Molecular formula: C4H12NO2S
Method: DFT, ωB97M-V with the def2-TZVPD basis set

Cartesian coordinates (Å):
C1 0.141 1.226 0.736
C2 0.589 0.488 -0.546
C3 2.028 -0.118 -0.532
S1 3.458 0.882 0.004
N1 -0.275 -0.633 -1.008
C4 -0.816 -1.607 -0.056
O1 -1.383 -1.092 1.165
H1 0.989 1.882 0.953
H2 0.157 0.440 1.495
H3 -0.905 1.473 0.484
H4 0.548 1.141 -1.419
H5 2.254 -0.478 -1.539
H6 2.066 -0.989 0.127
H7 2.512 1.160 1.621
H8 -1.165 -0.244 -1.336
H9 -0.220 -2.364 0.442
H10 -1.584 -2.047 -0.708
H11 -3.625 0.748 -0.390
H12 -2.079 -0.421 0.800
O2 -2.690 0.553 -0.293

Output
E_tot ... -762.9465 Eh
Energy relative to the best compared isomer or geometry (same formula, charge and spin) ... 74.5 kcal/mol
Highest occupied orbital energy ... -4.2 eV
HOMO-LUMO gap ... 0.252 Ha
Charge ... -1
Strongest force on any atom ... 4.4 eV/A

Löwdin population analysis, charges in e, atoms 1 to 8: atom 1 (C): -0.10, atom 2 (C): -0.44, atom 3 (C): -0.62, atom 4 (S): 0.52, atom 5 (N): -0.04, atom 6 (C): -0.32, atom 7 (O): -0.19, atom 8 (H): 0.00


2.
Molecular formula: C4H12NO2S
Method: DFT, ωB97M-V with the def2-TZVPD basis set

Cartesian coordinates (Å):
O1 -0.431 -1.843 1.618
C1 -0.370 -0.648 1.547
C2 -0.117 0.006 0.214
C3 -1.125 1.108 -0.114
C4 -0.686 2.480 0.317
S1 0.949 2.939 -0.411
N1 -0.198 -1.078 -0.834
H1 -0.493 -0.013 2.437
H2 0.868 0.422 0.247
H3 -1.357 1.042 -1.185
H4 -2.075 0.811 0.315
H5 -0.447 2.493 1.376
H6 -1.392 3.269 0.089
H7 0.551 3.936 -1.210
H8 0.145 -0.613 -1.673
H9 -1.190 -1.345 -0.882
H10 0.327 -1.879 -0.442
H11 2.159 -3.746 -1.220
H12 2.818 -3.895 0.115
O2 2.064 -3.446 -0.304

Output
E_tot ... -762.7666 Eh
Energy relative to the best compared isomer or geometry (same formula, charge and spin) ... 27.8 kcal/mol
Highest occupied orbital energy ... -12.9 eV
HOMO-LUMO gap ... 0.349 Ha
Charge ... +1
Strongest force on any atom ... 1.8 eV/A

Löwdin population analysis, charges in e, atoms 1 to 8: atom 1 (O): 0.11, atom 2 (C): -0.17, atom 3 (C): -0.29, atom 4 (C): -0.24, atom 5 (C): -0.50, atom 6 (S): 0.74, atom 7 (N): 0.25, atom 8 (H): 0.15